[1]
The following is a quantum chemistry calculation of a 13-piece molecular cluster, C33H90N2O13 overall at a distorted geometry, from OMol25.

XYZ file:
```
138
Properties=species:S:1:pos:R:3:lowdin_charge:R:1
C 4.296 1.119 -3.101 -0.0357
C 3.306 2.197 -2.661 -0.4553
C 4.004 3.192 -1.679 -0.1275
C 4.998 4.147 -2.367 -0.1814
C 4.318 4.884 -3.472 -0.1584
C 3.557 4.013 -4.515 -0.5145
N 2.773 3.039 -3.764 -0.0825
O 1.959 2.241 -4.648 -0.0255
C 2.644 5.040 -5.245 -0.0304
C 4.555 3.404 -5.471 -0.0311
C 2.082 1.531 -1.850 -0.0057
H 5.344 1.369 -3.263 0.0759
H 3.861 0.553 -3.925 0.0809
H 4.392 0.390 -2.295 0.0795
H 3.277 3.688 -1.036 0.1119
H 4.644 2.553 -1.070 0.1159
H 5.770 3.488 -2.765 0.1014
H 5.468 4.792 -1.624 0.1161
H 5.042 5.550 -3.941 0.1191
H 3.594 5.554 -3.008 0.1154
H 2.050 4.609 -6.051 0.0762
H 1.966 5.535 -4.550 0.0801
H 3.285 5.812 -5.670 0.0820
H 5.159 2.656 -4.958 0.0652
H 4.056 2.966 -6.336 0.0859
H 5.305 4.115 -5.819 0.0891
H 2.399 1.237 -0.850 0.0688
H 1.725 0.646 -2.376 0.0520
H 1.281 2.271 -1.868 0.0849
H 2.550 1.584 -5.023 0.0658
C -0.569 -2.896 2.358 -0.0275
C 0.046 -4.332 2.422 -0.4512
C -0.006 -4.734 3.878 -0.1406
C -0.032 -6.265 4.133 -0.1728
C -1.068 -6.964 3.237 -0.1226
C -0.867 -6.612 1.739 -0.5116
N -0.868 -5.163 1.578 -0.1447
O -1.051 -4.830 0.259 -0.0051
C 0.338 -7.351 1.218 -0.0289
C -2.127 -7.184 1.040 -0.0283
C 1.511 -4.393 1.891 0.0020
H 0.088 -2.195 2.872 0.0826
H -1.540 -2.800 2.843 0.0741
H -0.577 -2.590 1.312 0.0651
H 0.895 -4.373 4.375 0.1227
H -0.853 -4.296 4.406 0.1147
H -0.336 -6.319 5.178 0.1088
H 0.974 -6.644 3.953 0.0990
H -2.027 -6.725 3.697 0.1256
H -0.778 -8.001 3.403 0.1162
H 1.255 -7.151 1.772 0.0706
H 0.198 -8.431 1.256 0.0938
H 0.477 -7.056 0.178 0.0877
H -3.016 -6.638 1.356 0.0787
H -2.035 -7.010 -0.032 0.0790
H -2.341 -8.241 1.197 0.0878
H 1.992 -5.243 2.375 0.0717
H 2.084 -3.503 2.152 0.0690
H 1.502 -4.492 0.805 0.0733
H -0.191 -5.067 -0.095 0.0886
C -4.812 2.486 -0.461 -0.0563
C -4.251 3.872 -0.869 -0.2833
O -2.968 3.643 -1.413 -0.0979
H -5.722 2.572 0.134 0.0771
H -4.052 1.910 0.068 0.0557
H -5.132 1.921 -1.336 0.0631
H -4.312 4.605 -0.065 0.1057
H -4.816 4.279 -1.708 0.1092
H -2.579 4.485 -1.660 0.1029
C -3.466 -2.259 -0.272 -0.0613
C -3.994 -3.689 0.046 -0.2969
O -3.661 -4.093 1.369 -0.0965
H -3.865 -2.018 -1.258 0.0710
H -2.396 -2.127 -0.115 0.0528
H -3.887 -1.616 0.502 0.0535
H -3.564 -4.407 -0.652 0.1024
H -5.082 -3.672 -0.009 0.1073
H -2.724 -4.275 1.265 0.0139
C -0.635 0.515 0.756 -0.0508
C -0.864 1.886 1.359 -0.2927
O -0.630 1.828 2.735 -0.0927
H -1.303 0.347 -0.089 0.0656
H -0.967 -0.337 1.351 0.0533
H 0.400 0.387 0.441 0.0594
H -1.889 2.217 1.193 0.1011
H -0.111 2.532 0.908 0.1104
H -1.029 1.024 3.077 0.0639
C -2.787 1.597 -4.726 -0.0870
C -3.191 0.751 -3.578 -0.3164
O -2.301 1.091 -2.515 -0.1038
H -3.496 1.553 -5.552 0.0827
H -1.813 1.235 -5.057 0.0730
H -2.693 2.607 -4.326 0.0794
H -3.227 -0.281 -3.926 0.1196
H -4.202 1.085 -3.347 0.1003
H -2.547 1.917 -2.093 0.0368
C 2.609 3.445 2.728 -0.1356
O 3.821 2.811 2.988 -0.1087
H 1.763 3.084 3.313 0.0775
H 2.752 4.486 3.019 0.0861
H 2.294 3.462 1.684 0.0835
H 4.004 2.754 3.929 0.1133
C -2.813 3.052 5.190 -0.1614
O -1.593 3.698 5.541 -0.1197
H -3.672 3.699 5.368 0.0752
H -2.755 2.932 4.108 0.0558
H -2.950 2.070 5.643 0.0745
H -1.330 4.134 4.727 0.0188
C 0.201 -0.984 -4.049 -0.1249
O -0.478 -1.113 -2.788 -0.1417
H 1.099 -1.590 -4.170 0.0837
H -0.542 -1.301 -4.780 0.0775
H 0.505 0.027 -4.321 0.0579
H -1.215 -0.501 -2.731 0.0292
C 2.789 -0.187 2.638 -0.1566
O 3.908 0.435 2.000 -0.1270
H 2.729 -1.239 2.357 0.0522
H 2.809 -0.071 3.721 0.0781
H 1.803 0.201 2.385 0.0519
H 3.932 1.358 2.263 -0.0105
C -1.268 4.967 1.824 -0.1468
O -0.712 4.459 3.015 -0.1341
H -1.322 6.049 1.943 0.0860
H -0.711 4.726 0.919 0.0757
H -2.296 4.611 1.753 0.0731
H -0.666 3.507 2.905 0.0019
C -3.698 0.016 3.158 -0.1435
O -2.415 -0.325 3.596 -0.1275
H -3.737 0.402 2.140 0.0698
H -4.253 -0.922 3.132 0.0867
H -4.203 0.688 3.853 0.0753
H -2.551 -0.998 4.267 0.0951
C 2.305 -1.944 -0.637 -0.1506
O 1.500 -2.695 -1.528 -0.1233
H 1.656 -1.593 0.165 0.0549
H 3.020 -2.609 -0.153 0.0800
H 2.783 -1.085 -1.107 0.0569
H 0.730 -2.162 -1.742 0.0214
```

## Properties
HOMO energy	-8.51	eV
largest force on an atom	3.43	eV Å⁻¹
2S+1	1
energy relative to the best compared isomer or geometry (same formula, charge and spin)	382.8	kJ/mol
LUMO energy	0.26	eV
gap between HOMO and LUMO	8.77	eV


[2]
The following is a quantum chemistry calculation of C13H36N7O18P as an isolated structure at a distorted geometry, from OMol25.

XYZ file:
```
75
Properties=species:S:1:pos:R:3:lowdin_charge:R:1
C 14.835 -12.984 9.744 -0.1601
C 15.436 -14.381 10.024 -0.2097
O 14.407 -15.356 10.030 -0.1535
P 14.439 -16.468 11.232 0.5835
O 15.844 -16.692 11.772 -0.2632
O 13.778 -17.748 10.511 -0.1733
C 12.443 -17.622 10.053 -0.2894
C 12.122 -19.023 9.589 -0.0777
O 13.242 -15.826 12.213 -0.2007
C 12.887 -16.424 13.398 -0.2930
C 13.776 -15.799 14.559 -0.0628
H 14.403 -12.799 8.760 0.1572
H 14.054 -12.778 10.476 0.1439
H 15.548 -12.219 10.051 -0.1043
H 16.210 -14.673 9.315 0.0554
H 15.897 -14.243 11.002 0.1314
H 11.697 -17.397 10.815 0.1191
H 12.338 -16.948 9.203 0.1259
H 11.048 -19.121 9.431 0.0804
H 12.698 -19.298 8.706 0.0820
H 12.351 -19.716 10.399 0.0811
H 11.893 -16.051 13.642 0.1186
H 12.940 -17.511 13.449 0.1194
H 14.849 -15.958 14.450 0.0603
H 13.692 -14.713 14.610 0.0714
H 13.480 -16.241 15.510 0.0678
C 17.147 -11.167 6.213 0.0666
N 16.683 -10.760 7.529 -0.3824
O 15.532 -10.968 7.877 0.0160
O 17.529 -10.170 8.179 0.0840
H 17.821 -11.978 6.488 0.0885
H 17.866 -10.433 5.850 0.1193
H 16.269 -11.391 5.607 0.1155
C 14.955 -8.439 8.608 0.0641
N 13.579 -8.048 9.025 -0.3124
O 13.062 -8.731 9.856 -0.0529
O 12.926 -7.202 8.405 0.0771
H 15.669 -8.124 9.369 0.1188
H 15.051 -7.992 7.618 0.1172
H 15.010 -9.519 8.470 0.0604
C 12.009 -10.829 9.986 0.0651
N 10.839 -10.946 10.935 -0.3719
O 10.741 -10.075 11.815 0.0251
O 9.922 -11.700 10.707 0.0454
H 11.629 -11.192 9.031 0.1138
H 12.810 -11.398 10.458 0.0662
H 12.239 -9.786 9.769 0.0166
C 18.468 -12.144 11.945 0.0524
N 17.384 -11.888 12.913 -0.3641
O 17.690 -12.009 14.099 0.1106
O 16.284 -11.599 12.419 0.0543
H 19.354 -12.479 12.485 0.1121
H 18.769 -11.190 11.511 0.1177
H 18.076 -12.763 11.138 0.0790
C 17.382 -13.958 7.979 0.0340
N 16.055 -14.075 7.368 -0.4210
O 15.661 -13.236 6.612 0.0768
O 15.509 -15.118 7.662 0.0928
H 17.350 -13.121 8.676 0.0721
H 17.992 -13.938 7.075 0.1221
H 17.652 -14.837 8.565 0.1260
C 14.776 -8.831 11.943 0.0508
N 13.324 -8.489 12.307 -0.3328
O 12.400 -8.974 11.673 -0.0213
O 13.194 -7.806 13.299 0.0538
H 14.767 -9.166 10.906 -0.0503
H 15.111 -9.629 12.605 0.0953
H 15.446 -7.977 12.043 0.1131
C 16.470 -11.852 9.681 -0.1995
N 15.417 -10.852 10.127 -0.2083
O 14.257 -11.283 10.215 -0.0678
O 15.744 -9.665 10.301 -0.0520
H 15.876 -12.532 9.070 0.0257
H 16.779 -12.400 10.571 0.0805
H 17.341 -11.356 9.253 0.0978
```

## Properties
HOMO energy	-8.39	eV
largest force on an atom	12.48	eV Å⁻¹
2S+1	1
energy relative to the best compared isomer or geometry (same formula, charge and spin)	2599.8	kJ/mol
LUMO energy	-1.77	eV
gap between HOMO and LUMO	6.61	eV


[3]
The following is a quantum chemistry calculation of C20H45AlN2P3SSe as an isolated structure at a distorted geometry, from OMol25.

XYZ file:
```
73
Properties=species:S:1:pos:R:3:lowdin_charge:R:1
Al -0.804 0.281 0.812 0.0242
P -1.834 -1.800 0.936 0.7365
P 1.090 -0.051 2.518 0.6489
P 2.762 -1.797 -3.075 0.9019
H -3.338 2.883 -4.284 0.0655
C -3.639 1.901 -4.691 -0.0704
C -3.807 0.805 -3.914 -0.1060
H -3.759 0.817 -2.793 0.0446
C -3.330 -1.912 1.988 -0.2173
C -0.851 -3.253 1.431 -0.2150
C -2.328 -2.223 -0.764 -0.2200
C 2.482 1.125 2.794 -0.2836
C 0.651 -0.353 4.265 -0.2412
C 2.139 -1.475 2.052 -0.2741
C 1.730 -1.553 -4.555 -0.1680
C 2.322 -3.326 -2.255 -0.2079
C 4.520 -1.669 -3.422 -0.1929
H -3.881 1.885 -5.784 0.0812
H -4.077 -0.162 -4.366 0.0558
H -4.090 -1.176 1.679 0.0533
H -3.070 -1.711 3.040 0.0618
H -3.739 -2.936 1.918 0.0813
H -0.362 -3.098 2.402 0.0478
H -0.086 -3.475 0.673 0.0593
H -1.545 -4.104 1.512 0.0811
H -2.900 -1.399 -1.208 0.0524
H -2.947 -3.131 -0.754 0.0814
H -1.435 -2.398 -1.380 0.0543
H 3.177 0.685 3.521 0.0740
H 2.128 2.086 3.176 0.0482
H 3.072 1.333 1.886 0.0071
H 1.336 -1.110 4.680 0.0728
H -0.378 -0.732 4.352 0.0421
H 0.759 0.580 4.841 0.0475
H 3.055 -1.432 2.666 0.0765
H 2.441 -1.435 0.992 -0.0031
H 1.659 -2.443 2.222 0.0340
H 2.360 -1.627 -5.458 0.0789
H 1.231 -0.567 -4.578 0.0343
H 0.951 -2.334 -4.619 0.0725
H 2.750 -4.187 -2.778 0.0819
H 1.221 -3.401 -2.208 0.0563
H 2.740 -3.275 -1.245 0.0548
H 4.766 -2.223 -4.344 0.0825
H 5.069 -2.089 -2.563 0.0760
H 4.758 -0.600 -3.529 0.0703
C 1.163 1.578 -1.765 -0.6442
C -0.145 1.412 -2.216 -0.1639
C -0.398 1.527 -3.568 -0.0701
C 0.632 1.893 -4.437 -0.0735
C 1.935 2.147 -3.974 -0.0585
C 2.191 2.029 -2.613 -0.1307
Se 1.609 0.771 -0.138 0.8468
H 2.553 -0.772 -2.061 -0.0044
H -0.929 1.088 -1.536 0.0336
H -1.408 1.322 -3.928 0.0664
H 0.408 1.959 -5.500 0.1234
H 2.764 2.407 -4.647 0.1289
H 3.178 2.184 -2.181 0.1109
C -2.138 1.751 5.432 -0.0241
N -2.764 2.001 4.126 0.0177
C -2.052 2.170 2.999 -0.7083
S -2.615 1.541 1.484 0.7934
N -0.895 2.873 2.988 -0.0226
C -0.546 3.961 3.930 -0.0206
H -2.263 2.615 6.094 0.1076
H -1.079 1.491 5.313 0.0613
H -2.669 0.916 5.900 0.1103
H -3.651 1.528 3.966 0.1431
H -0.489 2.931 2.045 0.1159
H -0.026 4.784 3.400 0.1157
H -1.454 4.397 4.371 0.1084
H 0.114 3.569 4.727 0.0958
```

## Properties
HOMO energy	-15.65	eV
charge	+3
largest force on an atom	3.07	eV Å⁻¹
2S+1	1
energy relative to the best compared isomer or geometry (same formula, charge and spin)	0.0	kJ/mol
LUMO energy	-8.97	eV
gap between HOMO and LUMO	6.69	eV


no.,E (a.u.)
1,-2398.6787
2,-2594.3417
3,-4963.8003